Entry 1:
C3H4Br2O as an isolated structure in a non-equilibrium geometry. Source: the OMol25 dataset; level of theory: ωB97M-V/def2-TZVPD.

Geometry (Å):
C: 0.472491 1.093158 2.476614
C: 0.466900 -0.597073 -1.261756
C: 1.394738 -0.041900 -0.202065
O: 1.065284 2.001048 2.959511
Br: 2.458634 1.504697 -0.602531
Br: 2.395958 -1.413563 0.716648
H: -0.116158 0.307397 2.971923
H: 0.046948 0.274245 -2.072486
H: -0.442566 -1.043727 -0.910864
H: 1.000903 -1.265457 -1.893813

Forces on atoms 1 to 3 (eV/Å):
C 1.17 1.56 -0.11
C -0.89 3.70 -2.13
C 0.28 -0.07 -0.14

Values from the calculation:
Multiplicity   1
Energy   -5339.822127 a.u.
Energy relative to the best compared isomer or geometry (same formula, charge and spin)   320.5 kJ/mol
Charge   0
E_HOMO (spin up / spin down)   -0.3063 / -0.3121 Ha

***

Entry 2:
C7H6Cl2OS in the gas phase in a non-equilibrium geometry. Source: the OMol25 dataset; level of theory: ωB97M-V/def2-TZVPD.

Geometry (Å):
C: -0.850527 0.857351 -2.145751
C: -0.040616 -0.127007 -2.764214
C: -1.034685 0.889263 -0.764895
C: 0.759076 -0.960078 -1.930781
C: -0.154115 0.169102 0.024680
C: 0.822741 -0.659143 -0.503844
C: -0.301084 -0.919890 3.126715
O: -1.079631 1.546809 2.425450
S: -0.125588 0.461193 2.228526
Cl: 1.967249 -1.503244 0.499440
Cl: 1.880361 1.738124 2.149765
H: -1.337571 1.492836 -2.787888
H: 0.033763 -0.162832 -3.809615
H: -1.636346 1.613652 -0.184581
H: 1.318161 -1.727018 -2.312486
H: -0.529320 -1.055267 4.144421
H: 0.308131 -1.653851 2.605060

Forces on atoms 1 to 3 (eV/Å):
C 1.00 -2.20 0.69
C 0.57 0.01 3.56
C 0.81 0.85 0.95

Values from the calculation:
Multiplicity   3
Energy   -1663.921785 a.u.
Expectation value of S²   2.048
Charge   0
E_HOMO (spin up / spin down)   -0.2806 / -0.3463 Ha

***

Entry 3:
A 2-piece molecular cluster, C27H62BrN2O2P2 overall in a non-equilibrium geometry. Source: the OMol25 dataset; level of theory: ωB97M-V/def2-TZVPD.

Geometry (Å):
C: -7.890080 0.411608 -4.284571
O: -6.825020 -0.505098 -4.238595
C: -5.583550 0.159241 -4.070241
C: -4.516427 -0.858490 -3.708542
C: -3.259025 -0.748367 -4.571114
C: -2.592375 0.611522 -4.504887
C: -1.803099 0.855523 -3.206095
C: -2.316207 2.045213 -2.361774
C: -2.755497 1.647364 -0.965319
C: -1.574709 1.416236 -0.018032
C: -2.050185 0.859228 1.312180
C: -0.926659 0.413804 2.239749
C: 0.080228 -0.543703 1.598233
C: -0.510353 -1.656722 0.726104
P: -0.587094 -3.355875 1.487783
C: 0.635772 -3.778426 2.817718
Br: -2.101569 -2.560249 3.164527
C: -1.814200 -4.676234 1.031126
C: -2.652896 -4.403976 -0.220379
C: -3.539266 -3.140240 -0.183294
N: -4.877024 -3.311348 -0.730901
P: 0.921732 -4.262496 0.042102
C: 2.454077 -3.241696 0.307257
O: 0.470751 -3.881759 -1.525679
H: -8.824108 -0.120237 -4.408856
H: -7.963584 0.991655 -3.363249
H: -7.777633 1.106542 -5.121057
H: -5.690846 0.882377 -3.257331
H: -5.343219 0.698828 -4.990622
H: -4.223303 -0.715691 -2.671183
H: -4.971259 -1.835728 -3.823261
H: -2.579824 -1.537889 -4.251893
H: -3.541689 -1.005759 -5.588821
H: -3.343207 1.374418 -4.677156
H: -1.900596 0.669992 -5.339366
H: -0.768372 1.055712 -3.464972
H: -1.839051 -0.059559 -2.618018
H: -1.592658 2.853460 -2.343993
H: -3.191981 2.427156 -2.876866
H: -3.414771 2.401594 -0.545325
H: -3.340997 0.730966 -0.993643
H: -0.870310 0.757091 -0.521088
H: -1.136860 2.398888 0.144164
H: -2.751170 0.038926 1.181168
H: -2.614043 1.632402 1.826608
H: -0.377100 1.316059 2.522931
H: -1.357278 0.035034 3.154484
H: 0.678769 -0.983416 2.392081
H: 0.779686 0.050026 1.016821
H: 0.135293 -1.759168 -0.139159
H: -1.496155 -1.420218 0.343345
H: 1.448509 -3.059523 2.829720
H: 0.141852 -3.720371 3.770873
H: 1.050140 -4.765029 2.642881
H: -1.222059 -5.562195 0.836311
H: -2.472742 -4.831750 1.872078
H: -2.064377 -4.400080 -1.132490
H: -3.326632 -5.249542 -0.310095
H: -3.652711 -2.739238 0.818554
H: -3.062880 -2.374035 -0.793421
H: -4.862111 -3.458159 -1.730559
H: -5.372979 -4.056868 -0.260359
H: 2.273122 -2.261854 0.750514
H: 3.041061 -3.811178 1.019075
H: 3.035236 -3.185364 -0.604023
H: -0.219714 -3.201795 -1.572446
C: 7.778998 1.369733 2.847891
C: 6.811769 2.053803 3.818903
C: 5.321120 1.958959 3.520381
N: 4.755029 2.766658 2.367212
C: 3.249448 2.613487 2.465456
C: 2.502062 3.199952 1.285357
C: 2.992747 2.609599 -0.028690
C: 4.497297 2.803532 -0.152212
C: 5.239853 2.227411 1.043899
C: 5.127112 4.199820 2.530094
H: 8.004590 1.982243 1.976291
H: 8.731325 1.193572 3.344906
H: 7.397280 0.404865 2.511372
H: 7.114751 3.088285 3.984870
H: 6.928355 1.564669 4.788135
H: 4.773117 2.307377 4.396407
H: 5.032693 0.924378 3.334508
H: 3.057936 1.541739 2.536586
H: 2.947026 3.083907 3.399830
H: 1.438143 2.988150 1.404798
H: 2.595094 4.288293 1.263635
H: 2.480158 3.076957 -0.868560
H: 2.754123 1.541458 -0.066374
H: 4.732415 3.864534 -0.269230
H: 4.868107 2.309300 -1.050384
H: 6.293068 2.473450 0.964780
H: 5.123933 1.144458 1.086215
H: 6.201454 4.300667 2.412272
H: 4.817151 4.524731 3.520234
H: 4.629072 4.792474 1.771703

Forces on atoms 1 to 3 (eV/Å):
C -0.04 0.16 -0.13
O 0.02 -0.05 0.14
C -0.43 -0.17 0.19

Values from the calculation:
Multiplicity   1
Energy   -4582.419900 a.u.
Charge   +1
E_HOMO   -0.3482 Ha

***

Entry 4:
C26H25N3O4 in the gas phase. Source: the OMol25 dataset; level of theory: ωB97M-V/def2-TZVPD.

Geometry (Å):
C: -7.516861 -3.381217 0.759119
C: -7.982405 -1.968729 0.398952
C: -6.806064 -1.040568 0.299942
C: -6.343694 -0.361957 1.420205
C: -5.233648 0.458356 1.346475
C: -4.578250 0.610967 0.136076
N: -3.432353 1.471095 0.046354
C: -3.649609 2.810437 0.282900
O: -4.731175 3.278728 0.536121
N: -2.521130 3.598399 0.206576
C: -1.242073 3.207058 -0.117850
O: -0.347617 4.028335 -0.162730
C: -1.068361 1.773970 -0.393116
C: 0.213035 1.437962 -0.755550
C: 0.861595 0.249488 -1.126908
C: 0.429656 -1.072720 -1.299430
C: 1.521404 -1.825898 -1.708213
C: 2.604135 -0.969407 -1.778232
N: 2.216839 0.270803 -1.434957
C: 3.098415 1.405339 -1.362603
C: 3.359552 1.883550 0.090574
O: 4.728157 2.053168 0.352349
C: 5.530043 0.951933 0.506599
C: 6.894142 1.218201 0.628270
C: 7.794360 0.188793 0.792901
C: 7.369320 -1.136454 0.839296
C: 8.362437 -2.245086 1.013547
C: 6.012926 -1.389739 0.722644
C: 5.094127 -0.364608 0.557041
C: -2.207254 0.870292 -0.254209
O: -2.159924 -0.336192 -0.371112
C: -5.024399 -0.056734 -0.992610
C: -6.129807 -0.881380 -0.902922
H: -6.833121 -3.758027 0.002030
H: -8.366811 -4.056152 0.828314
H: -6.997645 -3.375802 1.714674
H: -8.513231 -1.996919 -0.554522
H: -8.673160 -1.610822 1.164656
H: -6.858499 -0.475745 2.363138
H: -4.881316 0.985894 2.219503
H: -2.662385 4.586303 0.386492
H: 0.855556 2.313840 -0.760512
H: -0.570064 -1.415400 -1.134668
H: 1.532783 -2.874352 -1.928908
H: 3.620156 -1.180212 -2.054829
H: 2.697702 2.226373 -1.963031
H: 4.057110 1.110541 -1.798351
H: 2.926808 2.872833 0.256477
H: 2.900686 1.184993 0.802117
H: 7.219367 2.245859 0.593373
H: 8.847150 0.412397 0.885693
H: 7.869570 -3.213817 1.010017
H: 8.896127 -2.130728 1.956264
H: 9.099042 -2.225850 0.211219
H: 5.652718 -2.408041 0.760015
H: 4.048199 -0.617594 0.479513
H: -4.505268 0.066843 -1.930879
H: -6.476978 -1.402611 -1.783308

Forces on atoms 1 to 3 (eV/Å):
C -0.19 0.11 -0.04
C 0.14 -0.18 0.05
C -0.12 0.08 -0.02

Values from the calculation:
Multiplicity   1
Energy   -1471.053473 a.u.
Energy relative to the best compared isomer or geometry (same formula, charge and spin)   55.3 kJ/mol
Charge   0
E_HOMO   -0.3111 Ha
SMILES   CCc1ccc(N2C(=O)NC(=O)/C(=C/c3cccn3CCOc3ccc(C)cc3)C2=O)cc1